# 1
10
Properties=species:S:1:pos:R:3:forces:R:3:lowdin_charge:R:1 method="wB97M-V/def2-TZVPD" homo_lumo_gap_ev=11.24 smiles="N=C=O.C=CF"
C 2.1091 0.2416 0.0113 0.166 0.241 0.341 -0.454
C -0.7925 -0.8452 -0.4597 -0.132 0.090 -0.075 0.012
C -1.6115 0.0419 0.0612 0.002 -0.095 0.100 -0.239
N 1.7457 0.9868 0.8665 -0.011 0.708 0.806 0.202
O 2.6608 -0.4423 -0.7368 0.267 -0.844 -0.994 0.159
F -2.0713 1.0896 -0.6407 -0.026 0.107 -0.123 0.004
H -0.4653 -0.7768 -1.4827 0.044 0.056 -0.183 0.073
H -0.4431 -1.6691 0.1326 0.027 -0.158 0.196 0.065
H -1.9980 0.0445 1.0709 -0.003 -0.055 0.057 0.109
H 0.8661 1.3289 1.1774 -0.335 -0.049 -0.124 0.069


# 2
12
Properties=species:S:1:pos:R:3:forces:R:3:lowdin_charge:R:1 method="wB97M-V/def2-TZVPD" homo_lumo_gap_ev=7.98 smiles="O=C(CF)NSC=S"
C -0.8677 1.3453 -0.6461 -1.657 -0.510 -3.135 -0.050
C -0.1787 1.2655 0.7061 0.915 1.931 1.873 -0.459
C 0.5948 -2.2222 -0.2892 -1.353 -4.549 2.538 -1.084
H -0.1035 1.7549 -1.4457 -1.355 -0.793 1.714 0.158
H -1.8806 1.8541 -0.8230 1.861 -0.121 1.169 0.150
H 1.0629 0.1040 1.6285 0.540 0.599 -0.259 0.116
H 1.4813 -3.1519 -0.4324 -2.692 2.773 -0.304 0.115
N 0.9866 0.4738 0.6689 -1.879 -1.395 1.763 -0.265
O -0.2873 1.9511 1.7372 -1.021 -1.491 -2.987 0.076
F -1.2569 -0.0035 -1.1294 0.993 1.995 0.914 -0.187
S 1.3513 -0.7756 -0.3679 3.523 1.256 -2.327 0.872
S -0.9023 -2.5955 0.3931 2.126 0.304 -0.957 0.558


# 3
11
Properties=species:S:1:pos:R:3:forces:R:3:lowdin_charge:R:1 method="wB97M-V/def2-TZVPD" homo_lumo_gap_ev=7.50 smiles="N/C=C(/F)C(=S)S"
C 0.9829 -0.2741 -0.7643 -0.113 -1.692 1.428 -0.116
C -0.3665 0.2223 -0.6104 3.517 0.146 -1.739 -0.442
C -1.1273 0.4710 0.5341 0.491 -1.894 0.547 -1.106
H 2.8497 -0.9995 -0.2591 -4.294 -1.589 1.587 0.199
H 1.1039 -1.7184 0.7460 2.355 1.694 -1.459 0.074
H 1.6693 -0.0903 -1.6014 -1.406 1.121 -0.321 0.122
H -3.1299 1.5972 1.5973 1.479 -0.283 -1.340 -0.061
N 1.7129 -1.1850 -0.0311 0.390 1.184 0.046 0.006
F -0.6362 0.8737 -1.7857 -0.834 0.628 -0.160 -0.036
S -2.3407 1.7345 0.4127 -0.741 -0.111 1.106 0.773
S -0.7181 -0.6314 1.7618 -0.845 0.797 0.304 0.588


# 4
10
Properties=species:S:1:pos:R:3:forces:R:3:lowdin_charge:R:1 method="wB97M-V/def2-TZVPD" homo_lumo_gap_ev="7.46 / 8.35" total_charge=+1
C 0.1308 -1.6361 0.0561 -1.432 -2.745 3.958 0.149
C 1.8607 0.0854 0.0006 -2.146 4.358 0.854 -0.233
C 0.0041 1.4236 -0.2119 0.693 -1.502 4.058 0.136
O 2.8855 0.6073 0.0601 0.585 -1.306 -0.195 0.300
O 1.1284 -0.9104 -0.2412 1.142 -2.236 -1.946 0.127
F -0.8621 0.4076 0.0358 0.239 1.583 -1.295 -0.012
H 0.1013 -2.1804 1.0947 0.444 1.665 -1.713 0.178
H -0.6744 -2.0334 -0.5630 0.771 0.928 -1.086 0.138
H -0.0122 2.1601 0.6132 0.122 -0.619 -0.522 0.131
H 0.4320 1.6886 -1.1232 -0.417 -0.128 -2.113 0.087


# 5
9
Properties=species:S:1:pos:R:3:forces:R:3:lowdin_charge:R:1 method="wB97M-V/def2-TZVPD" homo_lumo_gap_ev=10.56 smiles="CC1=P(F)=C1"
C 1.1597 0.1514 0.8478 -1.275 1.655 1.628 -0.153
C 0.0080 -0.0935 0.3290 -0.441 0.604 0.133 -0.575
C -0.6622 -0.8305 -0.7060 -1.010 0.285 -2.465 -0.109
F 0.0371 2.5114 0.0943 -0.203 -0.336 0.918 -0.421
P -0.1839 1.3846 1.3269 1.363 -0.323 -1.443 0.935
H 2.1608 -0.0204 1.1118 1.003 -0.412 -0.232 0.045
H -0.7604 -0.1250 -1.6728 0.179 -1.812 2.112 0.145
H -1.6338 -1.2407 -0.4364 -0.367 0.699 0.142 0.071
H -0.1253 -1.7374 -0.8946 0.751 -0.361 -0.793 0.061


# 6
9
Properties=species:S:1:pos:R:3:forces:R:3:lowdin_charge:R:1 method="wB97M-V/def2-TZVPD" homo_lumo_gap_ev="7.38 / 7.33"
C 1.3585 -1.0419 -0.8736 -0.089 -0.002 1.718 0.090
C 1.1652 -0.3738 0.1170 -0.638 0.894 -1.580 -0.198
C 0.6767 0.7174 0.9527 1.716 -0.841 2.420 -0.141
F -3.0425 -0.3463 -1.9905 -0.109 0.185 1.032 -0.586
P -3.2172 -0.0592 -0.3944 0.131 -0.190 -1.032 0.620
H 1.4636 -1.9289 -1.4139 0.285 -0.521 -0.884 0.006
H 0.0625 1.4181 0.5025 -1.055 1.193 -1.745 0.029
H 1.5394 1.3208 1.3814 -1.096 -0.960 -0.053 0.099
H -0.0061 0.2937 1.7189 0.854 0.241 0.124 0.080


# 7
13
Properties=species:S:1:pos:R:3:forces:R:3:lowdin_charge:R:1 method="wB97M-V/def2-TZVPD" homo_lumo_gap_ev="8.45 / 7.48" total_charge=+3 multiplicity=5
O 0.0513 0.5237 -0.6572 -0.893 1.850 -0.315 0.232
C -1.0538 0.9261 0.1106 3.257 -2.420 1.664 -0.535
C 1.0598 -0.1932 -0.2397 -1.378 -3.947 2.271 -0.266
O -1.7675 1.7082 -0.5219 -0.663 0.622 -0.710 -0.001
O -1.1658 0.4662 1.2444 -0.886 0.845 -0.797 0.047
C 1.5616 -1.2710 -1.0591 1.161 -0.917 1.667 0.123
Fe -3.1930 2.6975 -0.8105 -1.341 1.337 -0.894 1.582
H 2.6492 -1.2175 -1.1386 0.227 -0.025 -0.422 0.144
H 1.0513 -1.3241 -2.0264 0.228 -0.568 0.357 0.139
Li -2.5034 0.2685 2.5613 -0.051 -0.392 0.731 0.921
O 1.2096 -0.5268 1.0120 -0.550 3.192 0.398 0.211
H 0.6087 -0.0035 1.6018 0.852 -0.345 -0.046 0.159
H 1.4921 -2.0542 -0.0768 0.037 0.769 -3.904 0.243


# 8
10
Properties=species:S:1:pos:R:3:forces:R:3:lowdin_charge:R:1 method="wB97M-V/def2-TZVPD" homo_lumo_gap_ev="6.97 / 9.94" total_charge=+2 multiplicity=2
C 0.5113 0.5255 -0.3923 -0.878 0.704 1.706 0.017
C 0.7790 -0.4772 -1.4035 -0.989 -0.664 0.987 0.443
H 1.4082 0.8430 0.1604 0.015 -0.385 0.048 0.164
H 0.0552 1.4431 -0.7920 -0.248 -0.263 -0.136 0.164
H 1.5425 -1.2389 -1.2416 0.291 0.194 -0.240 0.150
H 0.1110 -0.5986 -2.2569 0.251 0.214 -0.268 0.150
C -0.5671 0.0851 0.8624 2.449 1.048 -2.714 -0.417
O -1.1096 -1.0559 0.8860 1.190 -0.550 -2.064 0.077
O -0.8267 0.9145 1.7826 1.545 0.857 -1.652 0.099
Ga -1.9038 -0.4405 2.3948 -3.625 -1.156 4.334 1.154


# 9
10
Properties=species:S:1:pos:R:3:forces:R:3:lowdin_charge:R:1 method="wB97M-V/def2-TZVPD" homo_lumo_gap_ev="6.02 / 6.99" total_charge=-1 multiplicity=2
O -2.7974 0.6127 0.3718 5.075 -0.873 0.953 -0.091
C -1.6429 0.4975 0.6924 -5.961 1.161 0.098 -0.177
O -0.4285 -0.8008 -0.5180 -1.526 -5.577 -0.447 -0.643
C 0.7684 -1.4874 -0.1134 -0.551 -0.852 -0.355 -0.515
C 1.9313 -0.4889 -0.0385 1.313 -1.558 0.511 -0.382
Hg 0.4399 0.9449 -0.4757 1.948 7.108 -0.771 0.681
H 0.9597 -2.2780 -0.8654 0.059 0.056 0.200 0.071
H 0.6025 -2.0103 0.8487 0.024 0.194 -0.076 0.075
H 2.7149 -0.6973 -0.7846 -0.245 0.191 0.174 -0.010
H 2.4053 -0.4745 0.9565 -0.135 0.150 -0.287 -0.009


# 10
12
Properties=species:S:1:pos:R:3:forces:R:3:lowdin_charge:R:1 method="wB97M-V/def2-TZVPD" homo_lumo_gap_ev="8.02 / 6.76" multiplicity=3
O 3.8235 -0.5345 -0.1253 -1.179 0.618 0.138 0.056
C 2.8685 0.1857 0.1163 0.568 -1.766 -0.112 -0.780
O 2.7835 1.3638 0.5252 0.230 0.816 -0.044 -0.177
O 1.5135 -0.3702 -0.0161 0.656 -0.346 -0.071 -0.145
C -1.9680 -0.8778 -0.2356 -0.877 -0.271 0.857 0.138
C -2.3806 0.4894 -0.1964 1.274 0.463 -0.858 -0.309
O -1.6903 1.3742 0.3479 -1.926 -0.701 -0.188 -0.212
H 1.5712 -1.3313 0.0062 0.243 -0.081 -0.217 0.088
H -1.4060 -1.2676 0.6171 0.191 0.144 -0.559 0.080
H -2.4721 -1.5760 -0.9045 0.269 0.203 0.124 0.073
H -3.2206 0.7948 -0.8447 -0.028 -0.050 0.370 0.124
Hg 0.5774 1.7494 0.7097 0.577 0.971 0.560 1.064


# 11
11
Properties=species:S:1:pos:R:3:forces:R:3:lowdin_charge:R:1 method="wB97M-V/def2-TZVPD" homo_lumo_gap_ev="5.56 / 5.26" multiplicity=6
H -2.6565 2.3223 0.2959 0.066 -0.753 0.109 0.108
O -1.2194 -2.0103 1.8842 0.799 2.053 -0.964 -0.320
O -0.9414 1.7336 1.2338 -0.786 -1.009 -0.345 -0.309
C -1.7277 1.7219 0.2555 2.103 0.894 0.118 -0.089
C -2.5798 -0.9757 -0.1179 -1.156 0.221 0.445 -0.226
O -1.8957 -2.1800 -0.4456 1.026 0.212 2.270 -0.102
C -1.2376 -1.4829 0.6660 0.797 0.559 -0.988 -0.656
H -1.2595 1.4847 -0.7213 -0.876 -0.349 0.301 0.098
H -2.9870 -0.5473 -1.0452 0.836 0.763 0.213 0.085
H -3.4196 -1.0093 0.5952 0.097 -0.761 -0.145 0.080
Ho 0.4809 -0.1604 1.8531 -2.907 -1.830 -1.013 1.330


# 12
9
Properties=species:S:1:pos:R:3:forces:R:3:lowdin_charge:R:1 method="wB97M-V/def2-TZVPD" homo_lumo_gap_ev=9.20
C -0.6135 0.1453 0.7071 1.406 -1.460 0.090 -0.224
C -0.5649 -0.1497 -0.7575 -1.655 3.084 -0.146 -0.267
C 0.6785 0.0829 -0.0566 1.823 -1.866 0.485 -1.328
I 1.8701 1.7811 -0.0095 0.164 0.310 -0.337 0.838
I 1.8740 -1.7911 -0.0310 -0.370 0.892 0.194 0.696
H -0.5558 1.1235 1.0465 -1.333 1.725 0.631 0.033
H -0.8855 -0.6144 1.4072 -0.025 -0.287 0.314 0.098
H -0.6932 -1.1495 -0.9370 -0.663 -2.116 -0.892 0.036
H -1.1098 0.5719 -1.3693 0.653 -0.281 -0.337 0.118


Maximum force (eV/A)
1.33, 5.38, 4.85, 5.03, 2.79, 3.08, 4.76, 5.77, 7.41, 2.06, 3.58, 3.50